[1]
The following is a quantum chemistry calculation of an isolated molecule of CHN3O in a non-equilibrium geometry, from the Open Molecules 2025 dataset.

Output
* HOMO-LUMO gap: 9.0 eV
* 2S+1: 1
* energy above the lowest of the compared OMol25 structures with the same formula, charge and spin: 117.75 kcal/mol
* E_LUMO: -0.231 eV
* SMILES string: N=C=NN=O

Cartesian coordinates (Å):
C -0.33573 0.90654 -0.79897
N -0.93431 1.91250 -1.05237
N 0.30406 -0.00221 -0.31438
N -0.82218 2.83495 -1.93079
O -1.62106 3.71613 -2.08055
H 0.18686 -0.55158 0.54159

Here are the natural (NBO) charges for atoms 1 to 2, given in e:
1 C 0.714
2 N -0.386

***

[2]
The following is a quantum chemistry calculation of a cluster of 2 separate species, C3H5N3O in total in a non-equilibrium geometry, from the Open Molecules 2025 dataset.

Output
* HOMO-LUMO gap (spin up / spin down): 9.0 / 9.0 eV
* 2S+1: 1
* energy above the lowest of the compared OMol25 structures with the same formula, charge and spin: 113.98 kcal/mol
* E_LUMO (spin up / spin down): 0.844 / 0.844 eV
* SMILES string: c1c[nH]cn1.N=O

Cartesian coordinates (Å):
C -0.63178 -0.26818 0.27830
C -0.79944 -0.38590 -1.09793
C 1.34643 -0.02164 -0.55390
N 0.69812 -0.11692 0.61562
N 0.54395 -0.14702 -1.59368
N 0.38595 0.51332 3.42796
O 1.25259 0.28902 2.66119
H -1.46689 -0.43106 0.93876
H -1.61887 -0.30886 -1.73261
H 0.90848 -0.33486 -2.54215
H 2.49793 -0.01504 -0.58735
H -0.18504 1.25009 3.05835

Here are the natural (NBO) charges for atoms 1 to 2, given in e:
1 C -0.084
2 C -0.136

***

[3]
The following is a quantum chemistry calculation of a cluster of 6 separate species, C29H67ClN3O6 in total, from the Open Molecules 2025 dataset.

Output
* HOMO-LUMO gap: 6.9 eV
* 2S+1: 1
* E_LUMO: -4.087 eV
* total charge: +1

Cartesian coordinates (Å):
C 5.55903 -0.94576 0.40561
C 5.25825 -0.53193 -1.03513
C 3.98955 0.31306 -1.18888
N 2.83369 -0.20727 -0.44654
C 2.08897 -1.23935 -1.11460
C 2.72231 -2.62420 -0.91534
N 1.54488 -3.49558 -1.09157
C 0.45609 -2.91707 -0.73458
C -0.85010 -3.62033 -0.63672
C -1.08644 -4.32727 0.70055
O -2.08483 -4.88135 0.95960
Cl 0.25481 -4.23779 1.84867
C 0.70283 -1.44493 -0.46644
N -0.29657 -0.54217 -1.00123
H 6.25220 -1.78944 0.42268
H 6.04151 -0.13158 0.95256
H 4.64757 -1.22203 0.93641
H 6.08441 0.07173 -1.42206
H 5.22651 -1.41206 -1.68909
H 3.75551 0.42041 -2.25889
H 4.18616 1.31730 -0.80609
H 2.21632 0.56674 -0.22829
H 1.92708 -1.03348 -2.18697
H 3.57869 -2.91318 -1.51708
H 3.00836 -2.69092 0.14063
H 1.58907 -4.46125 -1.40073
H -1.68022 -2.91777 -0.73576
H -0.94595 -4.39196 -1.40735
H 0.80577 -1.29624 0.61858
H -0.92001 -0.17801 -0.28834
H -0.89679 -0.95757 -1.70472
C -4.87424 -3.98344 -5.24256
C -3.96631 -3.11173 -4.39384
O -4.65365 -2.22362 -3.52872
C -5.49699 -2.83009 -2.56263
C -4.74619 -3.69460 -1.56640
H -5.59285 -3.36685 -5.78298
H -4.28057 -4.54011 -5.96829
H -5.42757 -4.70835 -4.64470
H -3.36789 -2.46445 -5.03606
H -3.26571 -3.73993 -3.82548
H -6.29549 -3.40261 -3.04459
H -5.97161 -1.99828 -2.04273
H -4.32513 -4.58763 -2.03124
H -5.40817 -4.02211 -0.76517
H -3.92996 -3.11424 -1.12788
C -4.86079 0.35097 0.93928
C -3.66878 1.19256 0.51841
O -3.14705 0.85508 -0.75913
C -4.05190 1.01660 -1.85064
C -4.54624 2.43848 -2.02942
H -4.62628 -0.71349 0.86673
H -5.12720 0.57688 1.97211
H -5.73822 0.54832 0.32296
H -2.84069 1.03676 1.21352
H -3.92008 2.25696 0.56011
H -4.89441 0.32766 -1.74951
H -3.49150 0.69718 -2.72787
H -5.19063 2.75737 -1.20903
H -5.12772 2.52022 -2.94742
H -3.70647 3.13320 -2.08596
C 8.15564 -3.80606 3.58703
C 6.92174 -2.92395 3.64683
O 5.78495 -3.47421 2.99495
C 5.31352 -4.70447 3.51934
C 4.86500 -4.63053 4.96860
H 8.37628 -4.08605 2.55597
H 9.01293 -3.26650 3.99022
H 8.03898 -4.71956 4.17129
H 7.11039 -1.98489 3.12516
H 6.68244 -2.67092 4.68541
H 6.06583 -5.49094 3.39422
H 4.46674 -4.97156 2.88384
H 5.69994 -4.45725 5.64778
H 4.39622 -5.57126 5.25958
H 4.14284 -3.82392 5.10551
C 4.69938 4.54702 3.58614
C 4.55668 3.71762 2.32263
O 5.10738 2.41274 2.42145
C 4.53503 1.57614 3.41042
C 3.06162 1.27650 3.18393
H 5.74011 4.56910 3.91106
H 4.37432 5.56992 3.39399
H 4.09384 4.15834 4.40584
H 5.10552 4.18776 1.50647
H 3.50441 3.66935 2.01660
H 4.68941 1.98577 4.41425
H 5.10444 0.64724 3.35385
H 2.43447 2.15889 3.31905
H 2.72572 0.52048 3.89546
H 2.91043 0.89503 2.17136
C -7.20664 8.07876 -2.58065
C -7.07323 6.72166 -1.91237
O -6.05058 5.90473 -2.46135
C -4.73708 6.42707 -2.37774
C -4.25143 6.65241 -0.95513
H -7.31430 7.96319 -3.65985
H -8.08843 8.59294 -2.19704
H -6.34443 8.71910 -2.39018
H -7.98938 6.14786 -2.05255
H -6.93206 6.84141 -0.83205
H -4.64704 7.35020 -2.96097
H -4.10730 5.68120 -2.86469
H -4.79398 7.45634 -0.45662
H -3.19515 6.92467 -0.96318
H -4.37356 5.74311 -0.36355

Here are the Mulliken charges for atoms 1 to 2, given in e:
1 C -0.767
2 C -0.637

***

[4]
The following is a quantum chemistry calculation of a structure of composition C5H11LuO3PS2 in a non-equilibrium geometry, from the Open Molecules 2025 dataset.

Output
* HOMO-LUMO gap: 2.3 eV
* 2S+1: 1
* E_LUMO: -16.228 eV
* total charge: +3

Cartesian coordinates (Å):
C -0.37760 -2.64261 2.09945
C -0.65415 -1.14410 1.43824
C -1.23040 -1.21538 -0.11126
C -1.19667 0.28033 -0.85923
C 0.35545 0.80096 -0.95169
P 0.62934 2.35002 -2.03469
S 0.85939 3.89838 -0.81556
O 0.82795 1.13683 0.41924
S 1.05761 -0.30612 1.30916
O 2.12281 -1.22084 0.63093
O 1.51971 0.13753 2.74155
H 0.78709 -2.89233 2.15150
H -0.97270 -3.43548 1.46738
H -0.75992 -2.60563 3.22770
H -1.39213 -0.53897 2.14667
H -0.55214 -1.90961 -0.80567
H -2.34697 -1.63281 -0.06549
H -1.68571 0.08168 -1.92888
H -1.88976 1.00862 -0.25164
H 0.99089 -0.06540 -1.42024
H -0.44064 2.65404 -2.95200
H 1.93084 2.19598 -2.69458
Lu 2.41768 5.06491 -2.74089

Here are the natural (NBO) charges for atoms 1 to 2, given in e:
1 C -0.647
2 C -0.388

***

[5]
The following is a quantum chemistry calculation of a cluster of 4 separate species, C16H39BO18P3S in total in a non-equilibrium geometry, from the Open Molecules 2025 dataset.

Output
* HOMO-LUMO gap: 6.9 eV
* 2S+1: 1
* E_LUMO: 2.065 eV
* total charge: -1

Cartesian coordinates (Å):
C -1.44887 -1.81288 0.71980
C -0.27441 -1.32268 -0.17376
B 0.39547 0.03768 0.26108
O 0.40401 1.07846 -0.69173
C 1.12560 0.34154 1.64163
C 0.73884 1.74442 2.07359
O -0.72088 1.80273 1.97401
S -1.29203 1.16200 3.30906
O -1.06875 2.04981 4.40246
O -2.67874 0.86741 3.11505
C -0.37549 -0.34902 3.63781
C 0.87887 -0.64893 2.78157
C 2.14223 -0.60343 3.68737
O 3.05491 -1.39100 3.31203
O 2.14769 0.19952 4.62390
H -2.22427 -2.21634 0.08959
H -1.10889 -2.59420 1.38308
H -1.82721 -0.99271 1.31161
H -0.67541 -1.18226 -1.17164
H 0.49217 -2.08894 -0.27279
H 1.18398 0.96152 -1.24035
H 2.19725 0.34781 1.42150
H 1.06484 1.90706 3.09751
H 1.18427 2.48722 1.43353
H -0.14010 -0.30061 4.68688
H -1.10742 -1.13573 3.52047
H 0.82215 -1.65765 2.39821
C -1.95832 0.12862 -5.86842
O -2.27322 -1.20140 -6.29800
P -2.00176 -2.41344 -5.31495
O -2.19139 -2.12316 -3.89684
O -0.55954 -2.96822 -5.69469
C 0.58648 -2.16777 -5.38629
O -2.94143 -3.50862 -5.93724
C -3.08977 -4.74788 -5.23144
H -2.70979 0.79855 -6.27898
H -1.96761 0.20875 -4.78191
H -0.97877 0.41515 -6.25132
H 0.42757 -1.57298 -4.48562
H 0.80951 -1.51362 -6.23068
H 1.42993 -2.83259 -5.22015
H -4.13227 -4.85824 -4.94140
H -2.46616 -4.78473 -4.33924
H -2.81228 -5.56100 -5.89954
C 4.03904 -2.45309 -0.12265
O 3.73260 -2.97621 -1.43294
P 3.63340 -4.53149 -1.66613
O 3.10745 -5.32309 -0.55748
O 5.07624 -4.98475 -2.17324
C 6.15300 -4.97139 -1.23322
O 2.79772 -4.56487 -3.00062
C 2.37092 -5.83558 -3.50286
H 3.48213 -1.53096 0.01211
H 3.75485 -3.14504 0.66738
H 5.10465 -2.23617 -0.05774
H 5.80225 -5.19203 -0.22410
H 6.64084 -3.99623 -1.25059
H 6.86941 -5.73251 -1.53249
H 1.28283 -5.85756 -3.50903
H 2.74104 -6.65888 -2.89330
H 2.73966 -5.94737 -4.52139
C -3.42831 4.56838 3.88064
O -3.36056 5.82265 3.17001
P -2.36339 6.94877 3.63794
O -1.08988 6.50153 4.19345
O -3.20482 7.89607 4.61095
C -3.57363 7.38192 5.89089
O -2.28354 7.82854 2.33355
C -1.34982 8.91174 2.30937
H -3.61381 3.77707 3.16030
H -2.50270 4.34556 4.40868
H -4.25725 4.60367 4.58854
H -2.82405 6.68579 6.27044
H -4.54058 6.88209 5.81937
H -3.65718 8.22016 6.57866
H -0.62335 8.72567 1.52087
H -0.82515 9.01806 3.25810
H -1.89103 9.83135 2.09178

Here are the Mulliken charges for atoms 1 to 2, given in e:
1 C -1.097
2 C -0.066

***

[6]
The following is a quantum chemistry calculation of a structure of composition C39H43ClMgP2Si2 in a non-equilibrium geometry, from the Open Molecules 2025 dataset.

Output
* HOMO-LUMO gap (spin up / spin down): 6.6 / 6.6 eV
* 2S+1: 1
* energy above the lowest of the compared OMol25 structures with the same formula, charge and spin: 21.24 kcal/mol
* E_LUMO (spin up / spin down): -0.074 / -0.074 eV

Cartesian coordinates (Å):
C 3.52590 1.56120 0.60793
C 3.46397 0.41167 -0.19907
C 2.74957 0.73752 -1.38052
H 3.97416 -0.53222 -0.00905
C 2.30776 2.10434 -1.25498
C 2.82844 2.60391 -0.03286
H 2.82652 3.64650 0.26875
H 4.08458 1.67077 1.53523
H 2.80713 0.18762 -2.31047
H 1.89570 2.71483 -2.05274
Mg 0.45863 0.91909 -0.83823
Si -2.98192 -1.45589 1.95782
C -1.57487 -2.68400 1.70743
C -1.77295 -4.03138 2.06384
H -2.72690 -4.34112 2.49228
C -0.76918 -4.97918 1.85775
H -0.91125 -6.01162 2.19289
C 0.39531 -4.62075 1.16838
H 1.14706 -5.37734 0.91915
C 0.57110 -3.30249 0.73848
H 1.41468 -3.03926 0.09186
C -0.37995 -2.33541 1.07201
H -0.20849 -1.30472 0.75928
C -0.31217 0.38172 -2.76972
C 0.69923 -0.23902 -3.54254
H 0.91191 -1.29298 -3.35104
C 1.33997 0.48750 -4.54344
H 1.99227 -0.02167 -5.25909
C 1.11474 1.86153 -4.67286
H 1.62590 2.41473 -5.47334
C 0.22653 2.52949 -3.83230
H 0.08506 3.61165 -3.92059
C -0.48540 1.81298 -2.86119
H -1.29394 2.30016 -2.29041
H -3.83432 -1.28122 0.74466
Si -1.64529 -0.56653 -1.88087
C -2.98071 -0.23563 -3.21160
C -3.14448 -1.14582 -4.26726
H -2.76076 -2.16538 -4.17329
C -3.73924 -0.73699 -5.46888
H -3.81047 -1.44606 -6.29681
C -4.18346 0.57617 -5.62045
H -4.57959 0.91482 -6.58274
C -4.10733 1.45913 -4.53780
H -4.43365 2.49153 -4.65793
C -3.57185 1.03846 -3.31246
H -3.55792 1.70994 -2.45314
C -1.79477 -2.47021 -1.86679
C -0.78603 -3.38191 -2.21704
H 0.19137 -3.02876 -2.55056
C -1.02447 -4.76306 -2.13812
H -0.23868 -5.45262 -2.44471
C -2.25326 -5.25396 -1.68302
H -2.43187 -6.33032 -1.62337
C -3.26565 -4.35756 -1.34833
H -4.24056 -4.72146 -1.00997
C -3.05004 -2.98479 -1.48112
H -3.87016 -2.29306 -1.27143
H -3.73458 -1.88938 3.07848
Cl -2.35312 0.47246 2.40793
C -0.82029 3.52009 3.00734
P 0.63992 3.19748 1.94469
C 0.99052 4.93772 1.46625
C 1.91466 2.94353 3.27057
C 2.53537 3.99405 3.94896
C 3.47653 3.73197 4.95245
C 3.81489 2.41844 5.27546
C 3.20943 1.35274 4.59944
C 2.25678 1.59991 3.60690
P 1.36713 0.22442 2.76264
C 2.67915 -1.05952 2.69950
C 0.44580 -0.44644 4.20988
H -1.71561 3.36515 2.39447
H -0.78638 4.55320 3.36961
H -0.83672 2.82597 3.85349
H 0.55488 5.63001 2.19789
H 2.06499 5.12889 1.37951
H 0.52202 5.10826 0.48659
H 2.29603 5.02993 3.70507
H 3.94375 4.56339 5.48369
H 4.54957 2.20749 6.05625
H 3.48703 0.32746 4.85550
H 2.88329 -1.43778 3.70853
H 2.31522 -1.88304 2.06978
H 3.59368 -0.65613 2.25346
H 1.16490 -0.74395 4.98412
H -0.22442 0.32981 4.59811
H -0.15031 -1.30895 3.88782

Here are the Mulliken charges for atoms 1 to 2, given in e:
1 C -0.602
2 C -1.265